[1]
Here is the molecule CH2N2O3 from OMol25. Energies are from wB97M-V/def2-TZVPD.

## Properties
charge	0
max |F|	4.47	eV/Å
frontier orbital gap	11.59	eV
ΔE to the lowest compared entry with this formula, charge and spin	4.883	eV
DFT total energy	-374.29967	Eh

Geometry as XYZ:
```
8
Properties=species:S:1:pos:R:3:mulliken_charge:R:1
O 0.5373 -1.5336 0.4001 -0.307
O 3.0011 -0.8636 -0.6090 -0.478
O 2.9335 1.1403 0.1772 -0.519
N 1.3283 -0.2173 0.8535 -0.184
N 2.5269 0.0177 0.0236 0.996
C 0.0460 -0.2193 0.1985 -0.035
H 0.1531 -0.0254 -0.8931 0.257
H -0.7336 -0.0243 0.8419 0.269
```



[2]
Here is the molecule CH2N2O3 from OMol25. Energies are from wB97M-V/def2-TZVPD.

## Properties
charge	0
max |F|	2.80	eV/Å
frontier orbital gap (spin up / spin down)	9.82 / 8.60	eV
ΔE to the lowest compared entry with this formula, charge and spin	3.894	eV
DFT total energy	-374.33603	Eh

Geometry as XYZ:
```
8
Properties=species:S:1:pos:R:3:mulliken_charge:R:1
O 0.5598 -1.2147 -0.3987 -0.010
O -2.0643 0.8338 0.0958 -0.469
O 0.0385 1.5174 -0.2028 -0.426
N -0.6263 -0.7014 -0.7414 -0.095
N 0.5926 -1.1091 0.9269 -0.295
C -0.9525 0.6072 -0.2698 0.709
H 0.8635 1.2030 -0.6024 0.346
H 1.5886 -1.1362 1.1924 0.241
```